DFT (ωB97M-V/def2-TZVPD) results for C11H15NO2S in the gas phase.

Atoms and positions in Å:
C (0.098, -0.434, 0.943)
C (0.076, 1.388, -0.547)
C (-1.288, -0.226, 1.130)
C (-1.343, 1.430, -0.596)
C (0.834, 0.412, 0.042)
C (-2.043, 0.576, 0.289)
C (-4.405, -2.171, 0.189)
C (2.514, -1.211, -0.548)
C (2.887, 0.450, 1.344)
C (2.964, 1.169, -1.164)
C (2.315, 0.249, -0.096)
N (-4.355, -1.086, -0.493)
O (-4.671, -0.958, -1.680)
O (-4.669, 1.458, 0.079)
S (-3.882, 0.417, 0.654)
H (0.640, -0.993, 1.660)
H (0.525, 2.031, -1.300)
H (-1.958, -0.702, 1.822)
H (-1.701, 2.228, -1.238)
H (-4.185, -2.003, 1.259)
H (-4.610, -3.091, -0.407)
H (3.297, -1.181, -1.318)
H (2.872, -1.905, 0.289)
H (1.661, -1.785, -0.973)
H (3.976, 0.489, 1.427)
H (2.494, 1.451, 1.472)
H (2.529, -0.265, 1.946)
H (2.782, 0.802, -2.199)
H (2.581, 2.176, -1.141)
H (4.065, 1.283, -0.847)

Cartesian forces, eV/Å:
C -1.0 2.1 -0.1
C -1.1 0.2 -2.3
C 0.4 -0.5 -0.9
C 0.7 -0.3 1.3
C -1.9 -0.7 1.7
C -0.1 1.2 -1.3
C 0.4 -0.5 0.4
C 1.1 -1.9 0.3
C 1.2 3.3 -3.7
C 1.1 0.0 1.0
C 0.1 -1.2 -0.3
N 0.0 0.0 -0.2
O 0.5 0.8 0.1
O -0.6 1.7 -0.7
S 1.7 -1.2 -0.1
H 0.3 -1.0 0.3
H 0.2 0.2 0.4
H 0.7 -0.8 0.8
H -0.8 -0.4 0.2
H -0.2 -0.9 -0.7
H 0.1 0.7 1.1
H -0.1 -0.5 0.2
H -0.3 1.1 -1.0
H 0.2 0.9 0.1
H -0.1 -0.1 -0.4
H 0.2 0.2 1.4
H -1.5 -2.2 2.5
H 0.5 0.1 0.8
H -0.2 0.4 0.2
H -1.4 -0.5 -1.1

The molar mass is 225.3 g/mol. The energy comes out at -28065.56307 eV. The LUMO energy comes out at -0.09 eV. Its HOMO-LUMO gap is 0.3289 Eh. The max |F| comes out at 5.091 eV Å⁻¹.

Results of the Löwdin charge analysis, in e, for atoms 1 through 2: 0.01 -0.03